Record 1
Below is C24H34N4O2 in the gas phase, with properties calculated with ωB97M-V/def2-TZVPD.

Calculated values
LUMO energy = 0.63 eV
highest occupied orbital energy = -8.47 eV
E = -35495.6694 eV
SMILES string = CCCn1cc(CN2CCC(Oc3ccc(C(=O)N4CCCC4)cc3)CC2)c(C)n1
HOMO-LUMO gap = 9.1 eV
relative energy (zero: lowest compared OMol25 entry of this formula, charge and spin) = 220.0 kJ/mol

Geometry (Å):
C1 -7.745309 -2.350762 1.182699
C2 -6.404761 -2.990152 1.519037
C3 -5.429843 -2.907442 0.338904
N1 -5.062079 -1.550646 0.045288
C4 -4.183276 -0.774096 0.711456
C5 -4.204733 0.469005 0.116995
C6 -3.401127 1.677590 0.461475
N2 -2.576830 2.085952 -0.669082
C7 -1.959401 3.385028 -0.513378
C8 -0.767203 3.394732 0.454071
C9 0.273062 2.372370 -0.001781
O1 1.305539 2.366582 0.974028
C10 2.520437 1.833354 0.691751
C11 3.438469 1.849027 1.746310
C12 4.708154 1.345429 1.579289
C13 5.094797 0.786526 0.363309
C14 6.491778 0.285633 0.213660
O2 7.457467 0.946172 0.558795
N3 6.639220 -0.938766 -0.341320
C15 5.616975 -1.946579 -0.531946
C16 6.349402 -3.255328 -0.240243
C17 7.739633 -2.978714 -0.810002
C18 7.973644 -1.512549 -0.452572
C19 4.190457 0.789090 -0.689156
C20 2.916374 1.306843 -0.534576
C21 -0.390300 0.999146 -0.135270
C22 -1.599527 1.098824 -1.076303
C23 -5.149938 0.342104 -0.925665
C24 -5.562633 1.389662 -1.894069
N4 -5.651071 -0.880570 -0.943862
H1 -7.605394 -1.319275 0.869457
H2 -8.403398 -2.365550 2.047897
H3 -8.228151 -2.888006 0.370106
H4 -6.547841 -4.040725 1.778209
H5 -5.962034 -2.487242 2.381798
H6 -5.900372 -3.310204 -0.560430
H7 -4.523529 -3.480050 0.560342
H8 -3.614497 -1.148350 1.539857
H9 -4.078053 2.511302 0.676730
H10 -2.818126 1.470558 1.373552
H11 -1.614835 3.701320 -1.504468
H12 -2.717925 4.095172 -0.177061
H13 -0.318071 4.387632 0.487812
H14 -1.093004 3.138043 1.463015
H15 0.676506 2.689344 -0.975136
H16 3.126022 2.274806 2.686814
H17 5.419245 1.375648 2.390803
H18 5.262965 -1.939364 -1.570906
H19 4.765821 -1.771404 0.127976
H20 6.409342 -3.416022 0.836787
H21 5.864682 -4.114798 -0.698494
H22 7.728867 -3.107042 -1.893021
H23 8.504174 -3.629252 -0.391297
H24 8.493391 -1.397052 0.504569
H25 8.550460 -0.974990 -1.209333
H26 4.485261 0.403301 -1.653880
H27 2.248278 1.298597 -1.381571
H28 0.317606 0.262405 -0.517783
H29 -0.710342 0.670082 0.855312
H30 -1.251698 1.377946 -2.077182
H31 -2.097726 0.130054 -1.148565
H32 -6.161931 0.944543 -2.682748
H33 -4.680400 1.865606 -2.316240
H34 -6.152649 2.155506 -1.390746

Forces on the atoms, in the same order (eV/Å):
C 0.16 -0.04 0.15
C -0.03 0.06 -0.27
C -0.23 -0.47 0.39
N 0.42 0.34 0.09
C -0.04 0.27 -0.13
C -0.05 -0.19 0.22
C -0.03 -0.08 -0.04
N -0.12 0.02 -0.04
C 0.13 0.13 0.11
C 0.16 -0.15 -0.26
C -0.44 -0.11 -0.04
O 0.11 0.08 0.10
C 0.27 -0.08 0.10
C -0.19 0.03 -0.07
C 0.01 -0.07 -0.13
C -0.12 0.19 -0.02
C -0.09 -0.01 -0.12
O 0.12 0.14 0.17
N 0.15 -0.11 -0.05
C -0.43 -0.30 -0.01
C -0.02 0.09 -0.12
C -0.09 0.05 0.06
C 0.46 0.17 0.02
C 0.24 -0.02 0.23
C -0.37 0.14 -0.06
C 0.07 0.24 -0.17
C 0.16 -0.18 -0.02
C 0.23 -0.10 0.30
C -0.04 -0.08 -0.02
N -0.48 -0.05 -0.62
H -0.06 0.10 -0.04
H -0.11 0.02 0.04
H -0.10 -0.02 -0.11
H 0.06 -0.03 0.06
H 0.06 -0.08 0.04
H 0.13 0.02 0.04
H -0.07 0.06 -0.11
H 0.13 -0.09 0.19
H 0.10 0.00 0.09
H -0.08 0.09 0.02
H -0.03 0.10 0.03
H 0.03 0.03 -0.07
H 0.02 0.04 0.04
H 0.02 -0.01 0.08
H 0.00 -0.02 0.09
H -0.04 0.04 0.11
H 0.07 0.03 0.08
H -0.08 -0.04 0.09
H 0.05 -0.03 -0.11
H -0.03 -0.01 0.04
H -0.05 -0.04 0.04
H 0.02 -0.04 -0.03
H 0.05 -0.01 -0.05
H 0.00 0.00 -0.11
H 0.05 -0.06 0.11
H 0.02 -0.08 -0.09
H -0.09 0.01 -0.04
H 0.00 -0.05 0.03
H 0.05 -0.01 0.07
H 0.00 -0.08 -0.03
H 0.08 0.04 -0.10
H -0.07 0.02 -0.07
H -0.01 0.07 -0.07
H -0.05 0.11 -0.04

---

Record 2
Below is C24H34N4O3 in the gas phase, with properties calculated with ωB97M-V/def2-TZVPD.

Calculated values
LUMO energy = -0.01 eV
highest occupied orbital energy = -8.32 eV
E = -37544.3275 eV
SMILES string = CCN(CC)C(=O)Cn1cc(C(=O)C(=O)NCCCN2CCCCC2)c2ccccc21
HOMO-LUMO gap = 8.3 eV
relative energy (zero: lowest compared OMol25 entry of this formula, charge and spin) = 17.7 kJ/mol

Geometry (Å):
C1 1.419665 1.455142 -0.178698
C2 2.061931 2.259229 0.951448
N1 1.167686 3.244133 1.522609
C3 0.721393 4.316334 0.640048
C4 -0.740492 4.151414 0.235538
C5 0.727707 3.292496 2.793615
O1 0.055485 4.213037 3.217750
C6 1.109183 2.140991 3.740306
N2 0.675095 0.856748 3.258289
C7 -0.412060 0.646684 2.490768
C8 -0.536850 -0.697728 2.185679
C9 -1.501372 -1.311752 1.318805
O2 -1.718949 -2.515514 1.251552
C10 -2.238014 -0.383996 0.342037
O3 -1.936892 0.783702 0.151239
N3 -3.217017 -1.041074 -0.293019
C11 -3.927585 -0.502630 -1.427685
C12 -3.041976 -0.442575 -2.676938
C13 -2.550145 -1.832102 -3.150953
N4 -1.118159 -2.008726 -3.250846
C14 -0.417518 -1.992103 -1.982380
C15 1.011242 -2.495102 -2.169066
C16 1.740619 -1.634451 -3.194071
C17 0.941305 -1.631034 -4.492197
C18 -0.479280 -1.142492 -4.221474
C19 0.556598 -1.359066 2.847361
C20 0.974249 -2.683491 2.915613
C21 2.111881 -2.970925 3.639834
C22 2.834380 -1.967273 4.286763
C23 2.442465 -0.645058 4.226342
C24 1.297652 -0.349392 3.499235
H1 0.455057 1.061624 0.131129
H2 1.270418 2.072114 -1.060926
H3 2.068292 0.623607 -0.443934
H4 2.404701 1.576115 1.726373
H5 2.943698 2.786805 0.563557
H6 1.369976 4.321495 -0.236682
H7 0.839691 5.263998 1.174408
H8 -1.375803 4.294673 1.105089
H9 -1.000995 4.897824 -0.510198
H10 -0.929878 3.161348 -0.169944
H11 0.632149 2.370164 4.701411
H12 2.192327 2.127064 3.893848
H13 -1.057341 1.456634 2.211018
H14 -3.261698 -2.033358 -0.092544
H15 -4.811328 -1.117988 -1.605859
H16 -4.242501 0.513381 -1.170487
H17 -2.182738 0.184654 -2.436278
H18 -3.598831 0.055969 -3.470905
H19 -2.964183 -2.047396 -4.140472
H20 -2.915890 -2.605377 -2.469477
H21 -0.944429 -2.650973 -1.288235
H22 -0.381988 -0.981292 -1.535352
H23 0.977144 -3.526440 -2.523001
H24 1.527991 -2.476821 -1.207496
H25 2.747728 -2.018755 -3.367037
H26 1.827728 -0.611640 -2.817921
H27 0.895600 -2.644886 -4.892183
H28 1.414573 -0.986358 -5.235166
H29 -1.066018 -1.172612 -5.143373
H30 -0.434988 -0.092700 -3.878791
H31 0.408552 -3.453497 2.416105
H32 2.454390 -3.992140 3.714587
H33 3.718565 -2.231365 4.847452
H34 3.007804 0.122697 4.733781

Forces on the atoms, in the same order (eV/Å):
C 0.09 0.08 0.22
C 0.20 -0.28 -0.21
N 0.00 0.17 -0.15
C -0.29 0.24 0.04
C 0.20 0.04 0.04
C 0.35 -0.33 0.22
O -0.24 0.19 0.23
C -0.09 0.52 0.36
N -0.12 -0.05 -0.07
C -0.30 -0.30 -0.17
C 0.18 0.22 0.26
C 0.02 -0.24 0.06
O 0.18 0.35 0.11
C -0.47 -0.19 -0.29
O -0.04 0.12 0.00
N -0.06 -0.43 0.10
C 0.13 0.47 -0.27
C -0.04 -0.21 0.12
C -0.11 0.19 -0.03
N 0.10 -0.03 -0.02
C 0.13 -0.35 0.06
C -0.03 0.29 0.11
C -0.04 -0.28 -0.09
C -0.02 0.31 0.09
C 0.11 -0.20 -0.22
C 0.06 0.29 0.09
C 0.04 -0.04 0.02
C 0.01 -0.13 -0.03
C 0.08 0.06 0.04
C 0.07 0.16 0.04
C 0.05 -0.76 -0.08
H -0.05 -0.05 -0.05
H -0.04 0.04 -0.13
H 0.08 -0.08 -0.09
H 0.03 0.09 0.00
H -0.04 -0.08 0.13
H 0.04 -0.02 0.05
H 0.08 -0.08 -0.14
H -0.08 0.01 0.04
H -0.08 0.08 -0.09
H -0.03 -0.09 -0.09
H 0.15 0.01 -0.22
H -0.10 -0.07 -0.06
H -0.03 0.15 -0.11
H 0.04 0.17 0.05
H 0.01 0.05 0.07
H -0.11 -0.14 -0.04
H 0.00 0.08 -0.03
H 0.02 0.08 -0.02
H -0.06 -0.04 0.08
H -0.06 -0.03 -0.03
H -0.02 0.08 0.03
H -0.03 0.03 0.01
H 0.00 -0.08 0.04
H 0.02 -0.05 0.04
H 0.04 0.07 0.03
H 0.06 0.07 0.02
H -0.01 -0.03 -0.08
H 0.01 -0.01 -0.05
H -0.02 0.07 0.01
H -0.04 0.01 -0.03
H -0.05 -0.08 -0.03
H 0.02 -0.09 0.00
H 0.07 0.00 0.05
H 0.05 0.06 0.06

---

Record 3
Below is C24H34N4O5S in the gas phase, with properties calculated with ωB97M-V/def2-TZVPD.

Calculated values
LUMO energy = 0.40 eV
highest occupied orbital energy = -9.43 eV
E = -52476.2208 eV
SMILES string = CCC1=C(C)CN(C(=O)NCCc2ccc(S(=O)(=O)NC(=O)N[C@H]3CC[C@H](C)CC3)cc2)C1=O
HOMO-LUMO gap = 9.8 eV
relative energy (zero: lowest compared OMol25 entry of this formula, charge and spin) = 12.3 kJ/mol

Geometry (Å):
C1 1.041643 0.420823 6.532975
C2 1.507294 0.412520 5.076143
C3 0.572168 -0.354387 4.200507
C4 -0.628445 -0.000491 3.712655
C5 -1.377719 1.264843 3.887713
C6 -1.172667 -1.104499 2.863253
N1 -0.140703 -2.118751 2.926451
C7 -0.138511 -3.167749 1.996351
O1 -1.018777 -3.247675 1.166221
N2 0.882534 -4.045549 2.133153
C8 1.305768 -4.809655 0.982509
C9 2.467559 -4.106613 0.237993
C10 2.205272 -2.628025 0.236030
C11 2.894795 -1.795372 1.112412
C12 2.507926 -0.477482 1.281174
C13 1.424415 -0.001067 0.572083
S1 0.850441 1.650304 0.891655
O2 -0.579634 1.690189 0.724367
O3 1.399801 2.135340 2.118999
N3 1.535732 2.574555 -0.322316
C14 1.242986 2.507404 -1.696755
O4 2.089853 2.758305 -2.522624
N4 -0.024232 2.151527 -1.949059
C15 -0.572467 2.082017 -3.289331
C16 -1.700702 3.099800 -3.458890
C17 -2.286980 3.017743 -4.865102
C18 -2.810809 1.612282 -5.162523
C19 -3.394354 1.535707 -6.570359
C20 -1.677819 0.600616 -4.986907
C21 -1.088459 0.671700 -3.581094
C22 0.762861 -0.790060 -0.349835
C23 1.162395 -2.102388 -0.522635
C24 0.913104 -1.693244 3.713675
O5 1.928868 -2.334719 3.925887
H1 1.742769 0.980139 7.147383
H2 0.983616 -0.596319 6.913772
H3 0.059389 0.878108 6.622142
H4 1.590021 1.433051 4.697395
H5 2.487764 -0.063919 5.017232
H6 -0.817509 1.964223 4.499344
H7 -2.348554 1.076845 4.345251
H8 -1.545258 1.712201 2.908425
H9 -1.335587 -0.782088 1.829608
H10 -2.120308 -1.502914 3.240346
H11 1.593938 -3.790138 2.816554
H12 1.615321 -5.806444 1.304083
H13 0.434665 -4.897142 0.329937
H14 3.407123 -4.312680 0.751757
H15 2.528614 -4.500713 -0.776738
H16 3.710841 -2.188310 1.699452
H17 2.998255 0.171480 1.988667
H18 2.479723 2.869072 -0.125192
H19 -0.649759 2.036987 -1.161292
H20 0.251004 2.322640 -3.969536
H21 -1.315864 4.103388 -3.269849
H22 -2.479981 2.891427 -2.721495
H23 -1.515136 3.274630 -5.593827
H24 -3.096764 3.742980 -4.966529
H25 -3.602844 1.376253 -4.442826
H26 -2.631098 1.765572 -7.310638
H27 -3.778215 0.538404 -6.772379
H28 -4.208852 2.246900 -6.686343
H29 -0.893680 0.810274 -5.717670
H30 -2.050617 -0.408010 -5.176433
H31 -0.269439 -0.043983 -3.483759
H32 -1.857441 0.414750 -2.847937
H33 -0.077801 -0.387987 -0.890617
H34 0.628526 -2.736630 -1.213067

Forces on the atoms, in the same order (eV/Å):
C 0.16 0.01 -0.15
C -0.16 -0.03 0.05
C -0.16 0.45 0.01
C 0.33 -0.45 0.08
C 0.09 0.00 -0.03
C -0.19 -0.05 -0.19
N -0.13 -0.02 -0.15
C -0.03 -0.08 0.38
O -0.31 0.02 -0.24
N 0.32 -0.21 0.25
C -0.06 -0.13 -0.18
C -0.20 -0.04 0.09
C 0.19 0.10 -0.12
C -0.05 0.11 -0.21
C 0.16 0.03 0.11
C -0.22 0.50 0.22
S 0.25 0.16 -0.30
O 0.13 -0.18 -0.20
O 0.35 -0.06 -0.15
N -0.13 -0.11 0.97
C -0.35 -0.27 -0.19
O 0.34 0.23 -0.06
N -0.39 -0.05 -0.12
C -0.10 -0.11 0.01
C 0.30 0.05 -0.27
C -0.26 -0.17 0.33
C 0.20 0.07 -0.42
C -0.01 -0.02 0.32
C -0.30 -0.02 0.34
C 0.26 0.15 -0.31
C -0.18 -0.10 -0.16
C 0.18 0.18 0.01
C -0.02 -0.29 -0.02
O 0.20 0.09 0.26
H 0.02 0.04 0.13
H -0.03 -0.07 0.09
H -0.11 0.04 0.05
H 0.09 -0.02 0.00
H 0.03 0.10 -0.06
H -0.01 0.12 0.08
H -0.07 0.02 0.06
H -0.08 0.08 0.02
H 0.00 -0.02 0.07
H 0.01 0.10 -0.03
H -0.20 0.06 -0.04
H -0.08 0.03 -0.11
H 0.14 -0.10 0.05
H 0.05 -0.01 -0.06
H 0.08 -0.04 -0.02
H 0.04 -0.05 0.08
H 0.12 0.01 0.15
H 0.15 -0.03 0.04
H 0.01 0.11 -0.14
H -0.12 -0.03 0.04
H -0.01 0.01 0.10
H -0.06 0.02 0.09
H 0.03 0.05 -0.11
H 0.01 0.06 -0.08
H 0.01 0.00 0.05
H 0.09 0.03 -0.12
H -0.06 -0.10 -0.09
H -0.10 0.07 -0.08
H 0.05 -0.01 -0.11
H 0.04 -0.03 -0.09
H 0.01 -0.02 0.10
H -0.04 -0.05 0.10
H -0.13 -0.04 -0.10
H -0.11 -0.08 -0.04